Entry 1:
Below is C33H55BrCl2IN3O4SSbSi3Ti as an isolated structure at a distorted geometry, with properties calculated with ωB97M-V with the def2-TZVPD basis set.

The geometry in XYZ format:
```
105
Properties=species:S:1:pos:R:3:forces:R:3
Ti 0.2014 -0.0087 -0.6252 -0.63 0.22 0.39
C -1.0402 -3.9039 -2.2263 0.14 -0.03 -0.11
C -0.0038 -4.0723 -1.1613 0.02 -0.07 -0.03
N 0.3916 -5.2966 -0.8402 0.01 0.01 0.02
C 1.1566 -5.4907 0.2352 0.02 -0.03 0.00
C 1.4981 -4.4944 1.1411 -0.01 0.03 0.00
C 2.2292 -4.8093 2.4264 0.02 0.01 -0.01
O 1.4449 -4.4932 3.5647 -0.01 0.02 0.02
C 1.1006 -3.1919 0.8107 0.06 -0.03 0.08
C 1.1131 -2.1146 1.7970 -0.08 -0.03 -0.07
N 0.7812 -0.8789 1.6226 -0.01 0.21 -0.27
C 0.7943 -0.1073 2.8370 0.03 0.04 0.04
C 1.7727 -0.3001 3.8114 -0.03 -0.01 -0.04
C 1.7346 0.4009 5.0045 -0.01 0.01 0.00
C 0.7272 1.3227 5.2440 0.00 0.00 0.01
C -0.2365 1.5574 4.2745 0.02 -0.02 -0.02
C -0.1821 0.8484 3.0864 0.04 0.00 -0.01
I -1.6188 1.2406 1.6314 -0.05 -0.15 0.02
C 0.4644 -2.9993 -0.4040 -0.22 0.15 0.21
O 0.1883 -1.7189 -0.7196 -0.08 -1.00 -0.45
H -0.9885 -4.7263 -2.9303 0.07 -0.07 -0.11
H -0.9388 -2.9520 -2.7465 0.01 0.05 -0.07
H -2.0293 -3.9319 -1.7610 0.09 -0.05 -0.08
H 1.4620 -6.5155 0.4166 0.02 0.01 -0.01
H 3.1325 -4.1989 2.4986 0.01 -0.02 -0.01
H 2.5512 -5.8517 2.4225 -0.03 0.00 0.01
H 0.8933 -5.2442 3.8076 0.00 -0.02 0.02
H 1.3145 -2.4599 2.8074 0.04 0.02 0.02
H 2.5858 -0.9913 3.6295 0.00 -0.01 -0.01
H 2.5019 0.2294 5.7470 0.00 0.00 0.00
H 0.6909 1.8664 6.1779 0.00 0.00 0.00
H -1.0233 2.2783 4.4495 0.00 0.00 0.00
O -5.0019 -0.1848 -4.2256 0.02 -0.01 0.04
C -3.8850 -0.1654 -3.5214 -0.05 -0.03 0.00
C -2.7134 0.4989 -3.9040 0.06 -0.04 -0.02
C -1.6338 0.4452 -3.0625 0.07 -0.04 -0.10
N -1.6101 -0.2171 -1.8871 -0.15 0.17 0.37
C -2.7361 -0.8831 -1.5532 0.01 -0.10 -0.09
Br -2.7781 -1.9373 0.0037 -0.13 0.18 0.15
C -3.8801 -0.8710 -2.3161 0.04 0.00 -0.01
H -4.9356 0.2979 -5.0602 -0.01 0.01 -0.04
H -2.6434 1.0323 -4.8429 0.00 0.01 0.00
H -0.7135 0.9445 -3.3382 -0.01 0.00 -0.02
H -4.7614 -1.4132 -2.0050 0.00 0.00 0.00
C 2.1740 -3.5808 -4.5273 -0.07 0.09 -0.08
Si 1.9264 -1.7500 -4.7639 -0.09 0.11 -0.02
C 3.3047 -1.0528 -5.8046 -0.01 0.02 0.02
C 0.2600 -1.3165 -5.4825 0.05 -0.03 0.02
Sb 2.2132 -0.2902 -2.5493 0.64 -0.09 -0.20
Si 3.0388 1.9483 -3.6628 -0.04 -0.02 0.01
C 4.6214 1.7439 -4.6259 0.00 0.00 -0.03
C 3.3202 3.1644 -2.2743 0.00 0.02 -0.03
C 1.6555 2.4445 -4.8199 -0.02 -0.03 0.02
Si 4.3101 -1.4903 -1.4383 -0.05 -0.02 0.02
C 4.3421 -1.2054 0.4036 0.01 0.01 -0.04
C 5.8160 -0.7599 -2.2462 -0.01 -0.02 -0.01
C 4.1424 -3.3019 -1.8231 0.02 0.03 -0.03
H 1.4581 -4.1021 -5.1663 -0.02 -0.03 -0.02
H 2.0560 -3.9486 -3.5171 -0.16 -0.08 0.19
H 3.1743 -3.8565 -4.8655 -0.01 0.00 0.00
H 3.5122 -1.7657 -6.6078 -0.04 0.00 -0.02
H 4.2340 -0.9146 -5.2497 -0.02 -0.05 -0.04
H 3.0329 -0.1037 -6.2677 0.02 -0.03 0.01
H 0.1983 -1.7377 -6.4905 0.01 -0.01 0.01
H 0.1272 -0.2368 -5.5705 0.00 0.01 0.00
H -0.5659 -1.7321 -4.9065 -0.05 -0.02 0.05
H 5.2809 0.9601 -4.2608 0.00 0.03 0.01
H 5.1692 2.6875 -4.5502 -0.01 0.02 0.00
H 4.4266 1.5602 -5.6823 0.03 0.02 0.04
H 4.3097 2.9981 -1.8412 -0.01 -0.01 0.01
H 2.5866 3.0680 -1.4794 0.01 0.01 -0.02
H 3.3038 4.1866 -2.6616 0.02 0.00 -0.02
H 1.6153 1.7579 -5.6681 -0.02 0.01 0.00
H 1.8593 3.4398 -5.2246 0.01 0.01 0.00
H 0.6693 2.4740 -4.3539 0.04 0.02 -0.01
H 4.7769 -0.2382 0.6535 -0.01 -0.01 -0.01
H 4.9859 -1.9744 0.8413 0.02 0.00 -0.01
H 3.3648 -1.2704 0.8790 0.02 0.00 0.00
H 5.8770 0.3234 -2.1381 0.00 0.00 0.02
H 5.8804 -1.0158 -3.3049 0.01 0.01 0.00
H 6.6969 -1.1880 -1.7580 0.00 -0.01 0.00
H 3.1988 -3.7289 -1.4802 -0.03 -0.02 0.03
H 4.9531 -3.8317 -1.3141 0.01 0.02 0.02
H 4.2444 -3.5017 -2.8897 0.02 0.00 0.07
Cl 2.3252 1.5113 0.6371 0.42 0.39 0.20
C 3.6232 2.4591 1.5261 -0.09 0.00 -0.04
Cl 4.3919 1.5520 2.7864 0.05 0.02 0.01
H 3.1038 3.3151 1.9387 0.02 0.01 0.01
H 4.3380 2.7304 0.7586 0.00 0.01 0.01
C 0.3055 5.8177 -1.5824 -0.02 -0.01 0.00
C 0.2648 4.5208 -0.7823 -0.10 0.02 0.03
S -0.4257 3.2175 -1.8135 0.04 0.01 0.10
O -0.0544 1.8935 -1.0952 0.06 0.18 -0.07
C -2.2291 3.4232 -1.5879 0.01 -0.01 -0.03
C -2.7389 4.3138 -0.4691 -0.02 -0.02 0.01
H 0.7544 6.5972 -0.9689 0.00 0.00 0.00
H -0.6905 6.1589 -1.8648 0.00 0.00 -0.01
H 0.9029 5.7094 -2.4872 0.01 0.00 0.01
H -0.3264 4.5963 0.1280 0.02 -0.03 0.02
H 1.2581 4.1614 -0.5255 0.03 0.02 -0.01
H -2.5730 2.3907 -1.4870 0.00 0.04 0.00
H -2.5653 3.7800 -2.5632 -0.01 0.01 0.00
H -2.3911 3.9996 0.5126 0.00 0.00 0.01
H -3.8275 4.2500 -0.4665 0.00 0.01 -0.01
H -2.4796 5.3591 -0.6251 0.01 0.00 0.01
```
Positions in Å, forces in eV/Å.

**LUMO level**: -9.14 eV
**Relative energy (zero: lowest compared OMol25 entry of this formula, charge and spin)**: 183.10 kJ/mol
**Kohn-Sham gap**: 6.83 eV
**HOMO level**: -15.973 eV
**E**: -215063.399 eV
**Charge**: +3

---

Entry 2:
Below is C33H55BrCl2IN3O4SSbSi3Ti as an isolated structure at a distorted geometry, with properties calculated with ωB97M-V with the def2-TZVPD basis set.

The geometry in XYZ format:
```
105
Properties=species:S:1:pos:R:3:forces:R:3
Ti -0.1691 -0.4097 -1.0719 1.86 -0.74 0.14
C -2.5981 -3.6488 -3.1636 -0.06 0.05 0.04
C -3.1955 -3.0169 -1.9410 0.41 0.04 0.00
N -4.2814 -3.5342 -1.4131 -0.04 -0.08 -0.13
C -4.8823 -2.9683 -0.3584 0.07 0.05 0.08
C -4.4583 -1.7863 0.2109 -0.01 0.00 0.01
C -5.2364 -1.1473 1.3376 -0.05 0.09 0.06
O -6.4243 -1.8052 1.6602 0.00 -0.15 -0.07
C -3.2556 -1.2288 -0.2906 0.15 -0.33 -0.29
C -2.8627 0.1162 -0.0556 0.06 0.11 -0.27
N -1.7451 0.6500 -0.4975 -1.15 0.51 0.07
C -1.8378 2.0619 -0.7716 -0.11 0.56 0.05
C -1.7911 3.0020 0.2478 0.05 -0.25 -0.06
C -2.0051 4.3447 -0.0271 0.05 0.03 0.05
C -2.2876 4.7550 -1.3209 -0.03 0.02 0.00
C -2.3357 3.8249 -2.3522 0.02 -0.04 -0.01
C -2.1050 2.4869 -2.0766 0.07 -0.45 -0.19
I -2.2043 1.0797 -3.6557 -0.33 0.48 0.15
C -2.5750 -1.9010 -1.3378 -0.95 -0.15 0.52
O -1.3996 -1.4783 -1.7539 -1.28 -0.58 -1.07
H -3.0862 -4.6008 -3.3537 0.01 -0.02 0.01
H -1.5207 -3.7925 -3.0540 -0.01 -0.02 -0.05
H -2.7632 -3.0037 -4.0306 0.04 -0.02 -0.01
H -5.7443 -3.4931 0.0310 -0.02 0.07 0.01
H -5.4122 -0.0840 1.1130 0.00 -0.03 0.00
H -4.6315 -1.1846 2.2447 0.00 0.02 0.00
H -7.0865 -1.7053 0.9661 0.01 0.11 0.03
H -3.6033 0.7894 0.3724 0.03 0.07 -0.06
H -1.6016 2.6610 1.2575 0.05 0.06 -0.11
H -1.9557 5.0684 0.7759 -0.06 0.00 0.00
H -2.4960 5.7953 -1.5320 0.05 0.01 0.00
H -2.5741 4.1320 -3.3617 0.01 0.04 0.01
O 2.8885 -4.3176 -5.2186 0.24 -0.12 0.02
C 2.2364 -3.4152 -4.5176 -0.24 0.30 0.22
C 1.0613 -2.7725 -4.9329 0.04 -0.04 -0.15
C 0.4549 -1.8710 -4.0914 -0.07 -0.02 0.02
N 0.9466 -1.5382 -2.8864 0.05 0.09 0.33
C 2.0796 -2.1426 -2.5281 -0.05 0.13 -0.05
Br 2.7218 -1.5317 -0.8579 0.19 -0.15 0.02
C 2.7620 -3.0750 -3.2596 0.12 -0.12 -0.13
H 2.5075 -4.4999 -6.0872 -0.11 0.03 -0.04
H 0.6320 -2.9794 -5.9050 -0.04 -0.02 0.03
H -0.4725 -1.3895 -4.3706 -0.01 0.00 -0.02
H 3.6770 -3.5351 -2.9134 -0.02 0.02 0.04
C 0.0349 0.7020 5.1796 -0.05 -0.10 -0.23
Si -1.0179 1.0263 3.6636 -0.25 -0.23 -0.11
C -1.4471 2.8652 3.6471 0.16 -0.24 -0.17
C -2.5864 -0.0127 3.5688 0.26 0.15 0.13
Sb 0.4916 0.0187 1.5968 0.91 0.36 1.84
Si 2.3480 1.9335 1.7707 0.04 0.17 -0.18
C 3.8506 1.3784 0.7764 -0.28 0.03 0.10
C 1.4894 3.4815 1.1036 0.19 -0.28 0.08
C 2.8827 2.2905 3.5330 -0.19 -0.26 -0.11
Si 1.6219 -2.0549 3.0794 0.02 0.05 -0.12
C 2.8487 -1.1865 4.2016 -0.33 -0.12 -0.04
C 2.6269 -3.3327 2.1252 -0.24 0.31 -0.02
C 0.0974 -2.7904 3.9006 0.31 0.13 0.00
H -0.4367 1.2043 6.0282 -0.07 0.03 -0.03
H 1.0414 1.1069 5.0806 -0.09 0.03 0.03
H 0.1115 -0.3554 5.4291 0.00 0.09 -0.02
H -1.6487 3.1345 4.6876 0.02 -0.06 0.03
H -2.3479 3.1034 3.0803 0.02 -0.05 0.04
H -0.6378 3.5110 3.3049 -0.01 -0.01 0.05
H -3.0088 -0.1331 4.5701 -0.02 0.01 0.00
H -2.3962 -1.0079 3.1646 -0.01 -0.01 0.03
H -3.3455 0.4842 2.9618 0.04 0.03 -0.03
H 3.6273 1.1922 -0.2741 -0.02 0.04 -0.01
H 4.2626 0.4564 1.1942 0.01 0.01 0.03
H 4.6363 2.1358 0.8354 -0.02 0.03 0.01
H 0.8304 3.2634 0.2656 0.02 0.02 -0.05
H 2.2170 4.2318 0.7893 0.05 -0.01 0.07
H 0.8905 3.9355 1.8944 -0.01 -0.03 -0.02
H 3.2409 1.4106 4.0664 0.00 0.12 -0.03
H 2.0904 2.7555 4.1206 0.01 0.03 -0.03
H 3.7140 2.9997 3.4868 -0.02 0.04 -0.09
H 3.6101 -0.6639 3.6209 0.01 -0.06 -0.01
H 3.3593 -1.9525 4.7927 -0.01 -0.04 -0.02
H 2.3858 -0.4890 4.8968 0.09 -0.06 -0.04
H 3.5619 -2.9067 1.7598 0.02 0.00 0.02
H 2.1116 -3.8095 1.2959 0.00 0.00 0.01
H 2.8886 -4.1162 2.8430 -0.02 0.06 0.09
H -0.1715 -2.2461 4.8064 -0.02 -0.04 -0.06
H 0.3023 -3.8223 4.1949 0.03 -0.02 -0.03
H -0.7638 -2.8004 3.2346 -0.02 -0.05 -0.04
Cl -0.2069 -2.9063 0.2584 0.28 -0.47 0.72
C -0.7704 -4.6054 -0.0199 -0.37 -0.33 0.02
Cl -1.6169 -5.1990 1.3957 0.14 0.14 -0.18
H 0.1122 -5.2060 -0.2069 0.05 0.06 0.03
H -1.4528 -4.6035 -0.8612 0.07 0.06 -0.04
C 2.6509 3.9286 -2.0120 0.07 -0.11 0.00
C 1.3515 3.4466 -2.6292 0.03 -0.08 0.02
S 1.2072 1.6670 -2.9742 0.73 0.47 -0.55
O 0.9478 1.0083 -1.5701 0.02 0.68 -0.28
C 2.9206 1.2600 -3.4089 -0.18 -0.04 0.00
C 3.1860 1.8365 -4.7964 -0.12 0.10 -0.03
H 2.5150 4.9561 -1.6759 -0.03 0.00 -0.01
H 3.4693 3.9290 -2.7296 0.00 0.00 0.00
H 2.9331 3.3289 -1.1487 0.03 0.03 -0.01
H 1.1726 3.9048 -3.6049 -0.10 -0.02 0.00
H 0.4852 3.6557 -1.9983 -0.06 -0.03 -0.06
H 2.9717 0.1729 -3.4225 -0.06 -0.01 0.03
H 3.5975 1.6446 -2.6492 -0.05 -0.01 0.07
H 2.4479 1.4851 -5.5188 0.04 -0.01 -0.02
H 4.1692 1.5184 -5.1380 0.01 -0.02 0.04
H 3.1744 2.9262 -4.7956 0.03 -0.01 -0.02
```
Positions in Å, forces in eV/Å.

**LUMO level**: -9.14 eV
**Relative energy (zero: lowest compared OMol25 entry of this formula, charge and spin)**: 208.12 kJ/mol
**Kohn-Sham gap**: 6.82 eV
**HOMO level**: -15.968 eV
**E**: -215063.139 eV
**Charge**: +3

---

- Number 2 is which compound?
  C33H55BrCl2IN3O4SSbSi3Ti